Record 1
The following is a quantum chemistry calculation of the molecule C4H5FN2 in a non-equilibrium geometry, from OMol25.

As for the spin multiplicity: 3. The value obtained for the LUMO energy (spin up / spin down) is 0.640 / -1.452 eV.

CARTESIAN COORDINATES (ANGSTROEM)
F  2.48014  -1.22262  1.73742
N  -0.70341  0.17100  2.27172
N  0.08424  0.13756  3.12822
C  1.00017  -0.43090  0.09586
C  -1.09150  0.18911  1.03675
C  1.73578  -0.10743  1.44814
C  -0.21194  0.44915  -0.09233
H  0.14156  1.42403  -0.06843
H  -2.10075  -0.10877  0.93996
H  0.72157  -1.49118  0.17598
H  -0.60814  0.12585  -1.02664
H  1.83814  -0.06316  -0.64157

=====

Record 2
The following is a quantum chemistry calculation of a structure of composition C16H12ClIrN2O8P2 in a non-equilibrium geometry, from OMol25.

As for the spin multiplicity: 5. The value obtained for the LUMO energy (spin up / spin down) is -1.445 / -3.185 eV.

CARTESIAN COORDINATES (ANGSTROEM)
Ir  -0.13790  -0.28420  -0.08840
Cl  5.87260  0.01680  4.06310
P  -1.98510  -2.30110  -0.43030
P  -1.92960  2.30100  -0.52890
O  -2.46910  0.96980  -1.35160
O  -3.06830  -2.63740  -1.35020
O  -2.89130  2.34540  0.77590
O  -2.04950  -3.20190  0.91370
O  -0.54610  1.86770  -0.09560
O  1.82520  -0.08890  -0.10420
O  -0.52690  -2.23460  -0.91160
O  -2.09900  3.52130  -1.31890
N  -0.13340  -0.08030  2.06970
N  -1.93080  -0.74100  0.29610
C  -4.63840  -0.01540  -0.72870
C  2.63120  -0.00930  0.88280
C  -4.18370  -0.01470  3.04660
C  -2.39990  -0.30330  1.46050
C  -1.89010  0.20720  3.78760
C  4.01780  0.07560  0.56590
C  0.94430  -0.00400  2.79580
C  -3.68410  0.47520  -1.58270
C  -1.43860  -0.01760  2.48070
C  -3.79660  -0.17770  1.70140
C  -3.25000  0.16690  4.05140
C  4.64000  0.03720  2.86960
C  2.27600  -0.01230  2.29190
C  -4.74730  -0.20330  0.65680
C  4.99860  0.08230  1.51580
C  3.31400  0.00740  3.24020
H  3.06340  -0.01670  4.28980
H  -2.60790  -3.96030  0.73940
H  -5.53860  -0.29920  -1.26430
H  -3.59080  0.30000  5.06640
H  -3.91540  0.42960  -2.64370
H  4.26180  0.09180  -0.48430
H  0.85370  0.08000  3.87910
H  -5.76030  -0.38280  0.99630
H  -3.21540  3.24390  0.82500
H  -1.19270  0.41770  4.58230
H  6.04060  0.10960  1.23930
H  -5.23570  0.00320  3.28760

=====

Record 3
The following is a quantum chemistry calculation of a structure of composition C50H54As2N3PSSe3TeTi, from OMol25.

As for the spin multiplicity: 2. The charge is +1. The value obtained for the LUMO energy (spin up / spin down) is -2.921 / -2.876 eV.

CARTESIAN COORDINATES (ANGSTROEM)
Te  4.40020  -1.89785  -2.00598
Se  2.72842  -1.82322  -3.85007
Se  3.63787  0.28052  -0.99065
Se  0.79747  -1.75190  -2.46401
As  1.59799  0.17594  1.84838
As  1.39234  2.97956  0.08125
Ti  1.14788  0.27727  -0.95055
S  -3.33015  1.25104  0.54338
P  -1.41079  -3.39553  -0.56338
N  0.42098  1.44014  -2.55924
N  -1.06337  0.59632  -0.40167
N  -1.28426  2.37425  -3.61638
C  -0.81383  -3.12258  2.10142
C  -3.77980  -2.01929  -0.79374
C  0.96534  5.60306  1.20575
C  0.36765  4.37002  0.94995
C  -0.10577  2.89385  -5.80358
C  3.41869  -2.00431  2.09351
C  -2.31718  -4.10294  -3.03978
C  2.10494  1.70613  -4.43345
C  -0.38252  -5.41381  -2.20554
C  3.35042  3.89526  -1.91269
C  1.13074  2.75696  -6.40012
C  2.97398  -2.53542  4.77783
C  -5.10363  -1.67428  -0.55789
C  -1.87004  0.39534  0.60581
C  0.85604  1.82304  -3.83046
C  2.46868  -1.26808  2.79911
C  3.92033  -3.26534  4.07657
C  -5.19229  -3.27563  1.22007
C  -1.05253  6.35081  2.28318
C  0.33002  0.85009  3.17329
C  0.37327  2.16823  3.61087
C  0.25545  6.58765  1.87346
C  -2.87021  1.93935  -0.94441
C  -0.53045  2.63033  4.56190
C  2.97760  2.80587  1.22985
C  -1.71948  -4.78543  -1.80090
C  2.21700  2.17167  -5.72496
C  -1.49029  1.78177  5.08364
C  4.14378  -2.99682  2.73284
C  -2.69336  -5.87556  -1.35125
C  -0.21196  2.40910  -4.50543
C  2.81539  5.37915  -3.73142
C  3.01993  1.53150  2.09076
C  -0.52956  -4.08504  0.95016
C  0.97107  -3.96229  0.63923
C  -0.84362  1.78655  -2.48707
C  3.72880  4.58476  -3.05832
C  -0.81645  -5.51961  1.39823
C  -3.14348  -3.01903  -0.05642
C  2.05543  4.01760  -1.42333
C  -1.64410  1.47786  -1.30324
C  -1.54310  0.45962  4.65722
C  -0.63788  -0.00092  3.71521
C  1.51782  5.49689  -3.25104
C  -5.81250  -2.29311  0.45882
C  -0.94108  4.14198  1.34823
C  2.24892  -1.53293  4.14498
C  -3.88257  -3.64144  0.95271
C  -1.65352  5.13206  2.01463
C  1.14014  4.82171  -2.10082
H  4.48676  -4.03847  4.57698
H  -2.22251  2.68706  -3.79573
H  -3.50077  2.64228  -1.46062
H  2.79894  -2.73840  5.82576
H  -3.44223  -4.43991  1.53157
H  1.27256  -2.91583  0.53003
H  -2.44685  -4.85254  -3.82341
H  3.06292  3.70064  1.84997
H  -0.26606  -5.71433  2.32295
H  3.11085  5.90439  -4.62934
H  -1.66334  -3.31823  -3.42484
H  1.54468  -4.39492  1.46366
H  -5.73833  -3.77392  2.00986
H  1.27001  3.11287  -7.41120
H  4.07704  3.26103  -1.42129
H  -2.91066  -6.52233  -2.20571
H  -0.56004  -6.11354  -3.02629
H  -0.47285  3.65892  4.89204
H  -5.58082  -0.91680  -1.16712
H  1.52835  -0.96299  4.71695
H  0.07728  -5.97520  -1.39318
H  1.25976  -4.46700  -0.28140
H  -1.82812  -3.19041  2.49221
H  -3.29719  -3.67124  -2.83159
H  1.97932  5.80161  0.87669
H  -3.22271  -1.51631  -1.57956
H  -2.28789  -6.50663  -0.56477
H  4.88171  -3.56164  2.17912
H  1.11147  2.86170  3.22850
H  3.94493  0.98653  1.90232
H  -0.11287  -3.31859  2.91952
H  2.99306  1.76374  3.15703
H  -1.86964  -5.70423  1.59846
H  -6.84108  -2.02233  0.65302
H  3.82245  2.80627  0.54155
H  0.12787  4.93739  -1.72397
H  -1.59862  7.11888  2.81337
H  -1.40787  3.18265  1.15791
H  -0.67443  -1.04241  3.42404
H  -0.48208  -6.25033  0.66538
H  0.33020  -4.66458  -2.55374
H  -2.18727  2.13978  5.82864
H  4.74102  4.48791  -3.42763
H  -0.64192  -2.09505  1.76105
H  2.94104  1.27085  -3.90184
H  3.59094  -1.80869  1.04130
H  -2.28267  -0.21578  5.06578
H  -1.65292  -0.27123  1.42462
H  0.80279  6.12399  -3.76700
H  3.16530  2.08279  -6.23594
H  -0.94139  3.34337  -6.31994
H  -2.67135  4.94505  2.33094
H  -3.64193  -5.46085  -1.01007
H  0.72031  7.54418  2.07055

=====

Record 4
The following is a quantum chemistry calculation of a structure of composition C19H29IN4NiO2Si, from OMol25.

As for the spin multiplicity: 3. The value obtained for the LUMO energy (spin up / spin down) is 0.508 / 0.463 eV.

CARTESIAN COORDINATES (ANGSTROEM)
I  -1.62912  1.67979  -1.82701
Ni  -0.10527  1.05904  0.19334
Si  2.50127  3.01672  1.37241
O  1.28084  2.06503  0.93226
O  -0.01391  -0.91948  -0.21741
N  -1.23102  1.04616  1.84677
N  0.71534  -2.32080  -3.28187
N  -0.09493  -2.11734  -2.17248
N  -0.87879  1.93838  2.78763
C  -2.41475  -2.40411  -1.58584
C  3.30855  3.83910  -0.10566
C  -2.61181  0.89354  3.58722
C  1.65050  -0.74067  -2.00290
C  -2.08254  -5.17030  -1.55421
C  0.46877  -1.20133  -1.33923
C  -2.28770  0.39615  2.31229
C  0.02003  -2.55264  -4.54195
C  -1.18511  -2.97698  -1.87037
C  -1.68266  1.87822  3.85927
C  -1.48165  2.75325  5.04872
C  -1.00390  -4.35268  -1.85335
C  2.71675  -1.24077  -4.28710
C  1.86177  4.36159  2.52849
C  -3.47999  -3.23252  -1.26501
C  3.80626  2.03865  2.30057
C  1.73518  -1.40697  -3.18152
C  -2.96419  -0.64435  1.48686
C  -3.31794  -4.61087  -1.25454
H  4.13869  4.48384  0.19352
H  -4.44228  -2.79607  -1.03147
H  -2.31945  2.64825  5.73414
H  -0.63233  -3.41607  -4.44035
H  -2.51485  -1.32530  -1.61154
H  1.58012  3.96275  3.50880
H  2.25008  -0.77066  -5.15463
H  2.63145  5.11789  2.70244
H  3.37230  1.53439  3.16685
H  -0.04933  2.48977  2.60478
H  3.53061  -0.60111  -3.95530
H  3.70041  3.08815  -0.79628
H  -0.56914  2.48657  5.58371
H  -0.02767  -4.76927  -2.06752
H  -1.40800  3.80082  4.75546
H  0.99254  4.86890  2.10041
H  3.12974  -2.20061  -4.59817
H  2.58504  4.44677  -0.65369
H  -3.68739  -1.20054  2.08075
H  -3.41776  0.57171  4.22434
H  -4.15479  -5.25271  -1.01256
H  -2.23361  -1.33374  1.06735
H  4.61414  2.68376  2.65589
H  0.76423  -2.76811  -5.30363
H  -3.48595  -0.16424  0.65548
H  2.33178  -0.00561  -1.60908
H  4.24695  1.27166  1.65898
H  -0.57086  -1.68047  -4.83258
H  -1.95464  -6.24458  -1.54149

=====

Record 5
The following is a quantum chemistry calculation of a cluster of 2 separate species, C8H18Si in total in a non-equilibrium geometry, from OMol25.

Its SMILES is C[Si](C)(C)C1=CC1.CC. The value obtained for the LUMO energy is 0.906 eV.

CARTESIAN COORDINATES (ANGSTROEM)
Si  1.76083  0.28658  -0.07467
C  0.17658  -2.22249  -0.74836
C  2.99494  0.29127  -1.50877
C  -2.98129  0.59448  -0.77251
C  -3.77063  0.39227  0.54286
C  -0.12979  -2.24104  0.68508
C  2.68292  0.07897  1.61973
C  0.50156  -1.13441  -0.12280
C  0.55728  1.75291  -0.00140
H  -3.74382  -0.66150  1.00809
H  1.01577  2.58394  0.45558
H  0.08048  1.99152  -0.94080
H  2.59415  0.18881  -2.43352
H  0.45654  -2.76023  1.29897
H  -1.17755  -2.06815  1.19080
H  -0.34955  1.46232  0.45461
H  -3.28410  1.01633  1.23465
H  -1.99390  0.18588  -0.91522
H  -4.76587  0.60333  0.48859
H  2.03812  0.19544  2.40445
H  -2.78734  1.56371  -1.10821
H  3.52284  0.75941  1.71560
H  3.62666  -0.56396  -1.55278
H  0.08689  -2.85730  -1.64216
H  3.49222  1.18718  -1.49953
H  -3.54056  0.25179  -1.53451
H  2.93665  -0.87705  1.75624

=====

Record 6
The following is a quantum chemistry calculation of a structure of composition C10H22AgBr4FN2O2 in a non-equilibrium geometry, from OMol25.

The value obtained for the LUMO energy is -3.852 eV.

CARTESIAN COORDINATES (ANGSTROEM)
Ag  -1.53887  1.79169  -2.79508
Br  5.77932  2.42156  4.20350
Br  -3.04885  6.59053  3.40433
Br  -3.67079  3.67015  5.53274
Br  3.92473  5.07184  5.79847
F  0.20473  1.22581  0.68892
O  4.64964  -4.26979  -2.44223
O  -3.62400  -2.30598  -3.03295
N  4.80478  -2.51174  -3.91111
N  -5.15640  -2.85944  -1.49430
C  4.67166  -1.04141  -3.98808
C  -3.71772  3.71092  3.56811
C  -2.67810  4.70185  2.90488
C  -4.70781  -2.72926  -2.77705
C  4.41290  -3.08660  -2.67152
C  3.84519  2.62961  4.28110
C  5.51080  -3.20284  -5.00430
C  -4.22923  -2.28997  -0.46336
C  3.40377  3.16634  5.59977
C  -6.49480  -3.25175  -1.21043
H  4.93929  -3.42697  -5.90499
H  3.46160  1.62214  4.12004
H  -4.34952  -1.21907  -0.29963
H  3.90962  -2.37433  -1.99953
H  5.94128  -4.14563  -4.66675
H  -5.42500  -2.94840  -3.58315
H  -7.08815  -2.45699  -0.75833
H  4.00731  -0.50236  -3.31268
H  5.65266  -0.61569  -3.77716
H  -7.05846  -3.62919  -2.06362
H  2.32436  3.15788  5.75113
H  6.33994  -2.52750  -5.21532
H  -4.44138  -2.81043  0.47056
H  -4.70602  3.97720  3.19333
H  -3.47571  2.70469  3.22604
H  -1.68172  4.41514  3.24122
H  4.30567  -0.74969  -4.97248
H  -2.73405  4.72764  1.81662
H  3.78669  2.67802  6.49589
H  3.57295  3.20693  3.39751
H  -3.19121  -2.38490  -0.78207
H  -6.43109  -4.13001  -0.56802